7
Properties=species:S:1:pos:R:3:forces:R:3 method="wB97M-V/def2-TZVPD" homo_lumo_gap_ev=10.284 energy_ha=-853.8286 smiles="O=C(OCl)[N+](=O)[O-]" relative_energy_ev=2.557 e_lumo_ev=-1.203
C 0.145204 -0.289092 -0.376757 -3.21 -2.01 2.32
N 0.530198 1.075191 0.113344 0.07 -0.15 -0.18
O 0.506155 -0.924353 -1.280523 0.31 0.54 0.11
O 1.084875 1.115804 1.174692 0.22 -0.05 0.32
O 0.234974 1.978015 -0.618036 -0.11 0.32 -0.32
O -0.949197 -0.699885 0.631973 2.39 0.81 -2.14
Cl -1.552210 -2.255679 0.355306 0.33 0.54 -0.10



57
Properties=species:S:1:pos:R:3:forces:R:3 method="wB97M-V/def2-TZVPD" homo_lumo_gap_ev=7.676 energy_ha=-1888.0606 smiles="COc1cccc2cc(C(=O)C3=C(O)C(=O)N(CCN4CCOCC4)[C@H]3c3cccs3)oc12" relative_energy_ev=2.880 e_lumo_ev=-0.559
C 4.683422 -1.575981 0.898023 -0.19 -0.09 -0.38
H 5.242647 -2.154423 0.164264 -0.07 0.02 0.03
H 4.339819 -0.641796 0.449452 0.03 -0.11 0.02
H 3.817469 -2.153578 1.233932 0.05 0.03 -0.03
O 5.582571 -1.337384 1.958913 0.19 0.12 0.37
C 5.164686 -0.576317 3.000923 0.09 -0.06 -0.05
C 6.073836 -0.367409 4.031721 -0.19 -0.07 -0.26
C 5.767242 0.393747 5.157110 -0.01 0.04 0.06
C 4.534871 0.984211 5.309845 -0.12 0.01 -0.08
C 3.597823 0.794856 4.293145 0.46 -0.40 -0.37
C 3.910560 0.026364 3.148043 0.16 0.36 0.77
O 2.846179 -0.010053 2.307844 -0.04 -0.26 -0.34
C 1.860301 0.720481 2.891199 0.19 0.57 1.47
C 2.257744 1.221632 4.101070 -0.46 -0.22 -0.84
H 1.661860 1.824701 4.754619 -0.20 0.12 0.10
C 0.558684 0.854285 2.239123 -0.11 0.01 -0.12
O -0.432334 1.207173 2.857185 0.30 -0.08 -0.15
C 0.491499 0.534573 0.810463 0.14 0.07 -0.51
C 1.400234 0.621979 -0.181403 -0.21 0.01 0.35
O 2.677279 0.996096 -0.209672 -0.13 0.03 -0.16
H 2.947757 0.975772 -1.148971 -0.13 -0.02 0.08
C 0.754253 0.260698 -1.475747 -0.03 0.01 -0.15
O 1.334154 0.255215 -2.547001 0.18 0.03 -0.07
N -0.529628 -0.026642 -1.203278 0.08 0.12 0.01
C -1.491106 -0.471188 -2.175820 -0.25 0.10 -0.25
H -0.951709 -0.586754 -3.117998 -0.06 -0.04 0.06
C -2.649230 0.526253 -2.347404 0.31 -0.25 -0.06
N -3.523929 0.055102 -3.402582 -0.03 -0.09 0.12
C -3.153674 0.504189 -4.736512 -0.13 0.27 -0.12
C -3.606902 1.944211 -5.016232 0.27 -0.21 -0.02
O -4.993882 2.099434 -4.801296 -0.07 -0.04 -0.09
C -5.347778 1.735200 -3.483816 -0.07 -0.29 0.21
C -4.943171 0.284715 -3.192277 -0.15 0.32 -0.11
H -5.207880 0.012182 -2.169672 -0.04 -0.03 0.00
H -5.480923 -0.373812 -3.881406 -0.09 0.03 0.07
H -6.429377 1.860730 -3.415435 0.05 0.01 0.09
H -4.860442 2.413018 -2.764310 -0.06 -0.02 -0.03
H -3.430526 2.208286 -6.059902 0.09 0.01 0.06
H -3.052946 2.647369 -4.373833 -0.03 -0.02 -0.07
H -2.073768 0.423451 -4.861524 0.04 -0.03 -0.08
H -3.641197 -0.165276 -5.451216 0.09 0.05 -0.08
H -3.215457 0.569606 -1.414066 -0.01 0.10 -0.02
H -2.228244 1.524116 -2.540210 -0.05 0.01 0.11
H -1.899326 -1.443429 -1.883288 0.04 0.06 -0.05
C -0.835728 0.126636 0.209023 0.01 0.16 0.19
C -1.368939 -1.134646 0.809081 -0.40 -0.12 0.09
C -0.668808 -2.229347 1.214510 -0.08 0.27 -0.10
C -1.500055 -3.257878 1.709929 -0.14 -0.13 0.02
C -2.816050 -2.930752 1.667060 -0.20 0.23 -0.12
S -3.070660 -1.359117 1.026005 0.56 -0.22 0.11
H -3.659332 -3.515262 1.976306 -0.14 -0.17 0.09
H -1.130515 -4.195982 2.082646 0.02 -0.17 0.08
H 0.403719 -2.293768 1.167579 0.23 0.03 -0.01
H -1.571338 0.928430 0.356205 0.13 -0.02 -0.03
H 4.288523 1.573006 6.178229 0.00 0.06 0.12
H 6.521341 0.514970 5.919585 0.07 0.01 0.07
H 7.046384 -0.821893 3.931839 0.11 -0.07 -0.04



120
Properties=species:S:1:pos:R:3:forces:R:3 method="wB97M-V/def2-TZVPD" homo_lumo_gap_ev=9.839 energy_ha=-7388.4158 smiles=BrCCBr.COCCOC.COCCOC.COCCOC.COCCOC.COCCOC.COCCOC.COCCOC e_lumo_ev=0.611
Br 0.750388 -2.868217 1.270916 -0.18 0.60 -0.25
C 0.292351 -0.998286 0.728255 0.66 -1.57 -1.79
C 0.518714 -0.780446 -0.769825 -1.37 -1.77 0.99
Br -1.088432 -1.454939 -1.675246 0.02 -0.20 -0.19
H 0.984792 -0.412061 1.233237 0.87 1.11 1.22
H -0.724758 -0.902321 0.992918 -0.89 0.48 0.55
H 1.386967 -1.315631 -1.101735 0.30 -0.01 -0.39
H 0.497100 0.228246 -1.054617 0.48 1.41 -0.06
C 7.695390 1.870361 0.554044 1.22 -0.25 -0.31
O 8.009459 0.518368 0.696525 0.92 0.90 -2.07
C 7.504963 -0.271098 1.689895 0.84 -1.39 0.09
C 6.754281 -1.427867 1.102549 -0.96 -1.37 1.53
O 5.462135 -0.943593 0.786563 0.09 -0.18 -0.22
C 4.560952 -1.962281 0.347357 0.85 -0.05 1.05
H 6.675799 2.038480 0.494995 -2.42 0.17 -0.15
H 8.127840 2.220129 -0.387291 0.13 -0.14 0.19
H 8.055367 2.483082 1.356744 0.55 0.35 0.66
H 6.828150 0.205530 2.341190 -0.65 0.96 1.10
H 8.402891 -0.633400 2.185825 -0.19 -0.30 0.78
H 6.670041 -2.318989 1.868926 0.15 1.54 -1.15
H 7.282413 -1.802476 0.238450 0.11 -0.20 -0.54
H 5.006904 -2.456347 -0.548384 -0.81 0.26 0.34
H 3.606565 -1.422944 0.210681 0.41 -0.72 -0.33
H 4.502829 -2.711780 1.192855 -0.31 0.47 -0.97
C 0.796721 5.474672 -3.344637 -0.05 -0.70 -0.20
O 1.117220 4.656319 -2.243206 0.44 -1.13 -0.45
C 0.341047 4.677003 -1.069061 -0.20 0.62 -0.40
C -1.157229 4.668695 -1.268179 -0.44 1.86 -0.27
O -1.757973 3.515072 -1.714407 -0.27 -2.07 0.91
C -1.749616 2.487357 -0.679289 -0.71 1.58 -1.31
H 0.818381 6.505109 -3.054846 -0.39 0.90 0.14
H -0.136178 5.195966 -3.881160 0.29 0.23 0.56
H 1.607346 5.341298 -4.058278 0.08 -0.11 0.00
H 0.557213 5.605128 -0.546486 0.06 0.37 0.37
H 0.691385 3.859354 -0.441066 0.01 -0.13 -0.06
H -1.455168 5.419111 -2.031128 0.47 -0.16 0.36
H -1.610914 5.074178 -0.338774 0.04 -0.48 -0.03
H -2.143850 2.885260 0.232670 -0.52 0.29 0.65
H -0.787339 2.146605 -0.481997 2.04 -0.50 0.29
H -2.306113 1.650191 -1.012591 -0.78 -0.63 -0.46
C -0.983157 -4.765700 5.840924 0.81 -0.70 -2.14
O -2.208920 -4.323964 5.342157 -0.31 0.08 0.60
C -2.379965 -4.190180 3.967929 0.61 0.54 -0.17
C -3.731714 -3.549604 3.815832 -0.10 -1.12 -1.92
O -4.024977 -3.501250 2.387837 0.41 1.23 0.78
C -3.412889 -2.370478 1.770448 -0.70 0.09 -2.40
H -0.142008 -4.101963 5.518592 -0.49 -0.33 0.47
H -0.737263 -5.805742 5.490209 -0.18 0.73 0.09
H -1.131772 -4.822355 6.876905 0.28 0.17 1.55
H -2.212547 -5.112703 3.412987 -0.45 -0.38 0.06
H -1.672967 -3.472458 3.517188 0.25 -0.10 0.26
H -3.654530 -2.594884 4.316200 -0.36 0.63 -0.19
H -4.543375 -4.122930 4.241064 -0.03 -0.24 0.28
H -3.333769 -1.537221 2.419340 -0.06 0.83 0.95
H -4.016214 -2.014061 0.859398 0.50 -0.75 1.32
H -2.404707 -2.510542 1.344743 -0.13 -0.64 0.33
C 1.526184 1.815872 2.459661 -0.14 0.29 -0.53
O 1.855664 1.931574 1.071839 -0.01 -0.13 0.68
C 3.255853 1.984621 0.840786 -0.50 -2.02 -1.32
C 3.441052 1.943316 -0.689800 -3.54 -0.05 1.01
O 3.184635 0.627640 -1.197683 0.83 1.31 -0.39
C 4.152063 0.315781 -2.198540 0.71 -1.46 1.77
H 0.441020 1.963915 2.460573 0.17 -0.37 0.47
H 1.984516 2.616350 3.053313 0.03 0.05 -0.13
H 1.848085 0.856086 2.916225 -0.29 0.28 -0.39
H 3.718042 1.050669 1.232035 0.02 0.53 0.03
H 3.654122 2.839182 1.332375 0.64 0.94 0.23
H 4.323281 2.343508 -1.011402 2.94 0.53 -0.53
H 2.709810 2.634288 -1.168823 0.02 -0.31 0.45
H 3.746705 -0.511575 -2.735131 0.08 -0.75 -0.35
H 5.119988 0.106809 -1.702398 -0.37 -0.58 0.03
H 4.467497 1.025573 -2.905288 -0.65 1.80 -1.00
C -4.650020 -0.190446 -2.728335 1.85 -0.99 2.32
O -4.247951 -1.533651 -2.373698 -0.03 0.03 -0.63
C -4.448585 -2.535649 -3.412496 -0.44 1.74 0.61
C -4.501000 -3.853951 -2.754932 0.42 -1.05 0.47
O -5.710715 -4.210574 -2.170990 -0.52 -0.43 -0.57
C -5.932888 -3.666561 -0.891525 0.07 -1.90 0.18
H -4.461287 -0.045521 -3.745825 -0.01 0.63 -1.62
H -4.047705 0.516592 -2.103686 -0.13 -0.62 -0.68
H -5.638909 -0.034832 -2.397859 -1.55 0.16 -0.20
H -3.646235 -2.535619 -4.142961 0.47 0.28 -0.11
H -5.377458 -2.302713 -3.955523 0.05 -0.26 0.14
H -3.727674 -3.980699 -2.006556 0.55 0.61 0.43
H -4.207222 -4.621110 -3.448898 -0.39 -0.46 -0.78
H -6.184129 -2.649721 -0.988443 -0.86 1.35 0.22
H -5.009785 -3.699842 -0.310883 -0.01 -0.24 0.28
H -6.709631 -4.342615 -0.450177 0.56 1.07 -0.06
C 0.209483 1.806431 -4.142231 -2.33 1.58 0.84
O -0.099008 1.178502 -5.363964 0.47 -0.59 -0.26
C -0.035013 -0.246923 -5.287016 0.65 -0.09 -2.28
C 1.230408 -0.762419 -4.599723 -2.06 0.11 1.78
O 2.399440 -0.102391 -4.811733 1.64 1.77 0.02
C 2.778551 0.078820 -6.150091 -0.32 -0.93 -1.14
H 1.200741 1.661949 -3.775611 0.73 -0.55 0.23
H -0.588269 1.505658 -3.399373 0.99 0.23 -0.26
H 0.097981 2.928699 -4.233923 -0.04 -1.30 -0.31
H -0.042668 -0.632839 -6.351005 -0.01 0.73 0.86
H -0.926835 -0.692576 -4.850989 -0.08 0.09 0.56
H 1.379812 -1.801524 -4.775793 -0.25 -1.25 -0.44
H 0.981154 -0.676104 -3.522637 0.62 -0.06 -0.31
H 2.173573 0.860826 -6.688280 0.59 -0.67 0.57
H 2.643437 -0.912168 -6.635805 -0.13 0.51 -0.32
H 3.862379 0.251605 -6.243995 -0.46 0.39 0.45
C -4.385488 3.379824 3.302730 3.14 -0.36 -0.43
O -3.385808 2.556013 3.976597 -0.69 0.52 -0.92
C -3.900388 1.272086 4.161664 0.89 -0.04 1.66
C -2.918284 0.410521 4.943669 0.56 -1.61 -2.15
O -1.949595 -0.147064 3.981080 -1.79 1.51 0.26
C -0.995020 -0.881985 4.617731 1.70 -0.06 1.08
H -5.164312 3.535755 3.977245 -1.54 0.54 1.07
H -4.767729 2.842331 2.413944 0.31 0.57 0.11
H -3.794736 4.318170 3.114190 -1.12 -0.80 -0.29
H -4.217365 0.812137 3.240128 0.26 -0.44 -0.62
H -4.782028 1.311114 4.773837 -0.87 0.21 0.51
H -3.437341 -0.447908 5.364732 -0.42 -0.25 0.00
H -2.374472 0.803294 5.784993 0.13 1.09 0.14
H -0.285048 -0.241145 5.230918 -0.67 -0.60 -0.48
H -0.422755 -1.412840 3.878758 0.47 -0.09 -0.49
H -1.409353 -1.659305 5.250877 -0.29 -0.19 0.51